# 1
Below is a cluster of 2 separate species, HI2OP in total, with properties calculated with wB97M-V/def2-TZVPD.

SMILES string: O=PI.I
Total charge: 0
Highest occupied orbital energy in Eh: -0.368
Energy relative to the best compared isomer or geometry (same formula, charge and spin) in kcal/mol: 23.3

Last column: Mulliken charge in e.
Element x y z (Å)
1 O -1.579 0.382 0.518  -0.3221
2 P -1.865 -0.543 1.589  0.3536
3 I -2.098 -2.718 0.659  -0.0318
4 I 2.896 2.050 -1.793  -0.0725
5 H 2.647 0.829 -0.973  0.0727


# 2
Below is the molecule C5H6N2, with properties calculated with wB97M-V/def2-TZVPD.

Total charge: 0
Highest occupied orbital energy (spin up / spin down) in Eh: -0.288 / -0.331
Energy relative to the best compared isomer or geometry (same formula, charge and spin) in kcal/mol: 126.6

Last column: Mulliken charge in e.
Element x y z (Å)
1 C 1.798 -0.030 0.033  -1.1907
2 C 0.338 0.168 -0.158  0.3818
3 C -2.048 -0.642 0.023  0.0952
4 C -0.556 -0.956 -0.153  -0.3707
5 C -0.240 1.487 -0.072  0.0366
6 N -1.577 -1.304 0.978  -0.4445
7 N -1.461 1.516 0.264  -0.5946
8 H -3.024 -0.484 -0.416  0.3604
9 H 0.407 2.371 -0.201  0.3525
10 H -0.168 -1.863 -0.605  0.3983
11 H 2.038 -0.097 1.101  0.2801
12 H 2.371 0.804 -0.378  0.3651
13 H 2.122 -0.971 -0.416  0.3305


# 3
Below is a cluster of 11 separate species, C11H44O11 in total, with properties calculated with wB97M-V/def2-TZVPD.

SMILES string: CO.CO.CO.CO.CO.CO.CO.CO.CO.CO.CO
Total charge: 0
Highest occupied orbital energy in Eh: -0.370
Energy relative to the best compared isomer or geometry (same formula, charge and spin) in kcal/mol: 94.2

Last column: Mulliken charge in e.
Element x y z (Å)
1 C 3.596 -0.123 -4.745  -0.4789
2 O 4.707 -0.281 -5.574  -0.5129
3 H 3.654 0.904 -4.383  0.2487
4 H 2.697 -0.121 -5.362  0.2197
5 H 3.431 -0.781 -3.892  0.2226
6 H 5.454 -0.615 -5.071  0.3020
7 C -2.100 0.082 5.885  -0.6065
8 O -1.118 0.589 4.993  -0.4374
9 H -1.783 -0.042 6.920  0.2797
10 H -2.952 0.762 5.917  0.2670
11 H -2.570 -0.799 5.448  0.2067
12 H -1.145 1.543 5.092  0.2892
13 C -4.803 -1.182 0.912  -0.4392
14 O -6.150 -0.955 1.236  -0.5014
15 H -4.128 -0.753 1.653  0.1694
16 H -4.674 -2.262 0.839  0.2286
17 H -4.548 -0.819 -0.084  0.2277
18 H -6.572 -1.703 0.807  0.3164
19 C 2.658 -5.608 -1.509  -0.4711
20 O 3.510 -6.154 -2.503  -0.5110
21 H 2.669 -4.518 -1.529  0.2198
22 H 1.636 -5.930 -1.711  0.2331
23 H 2.890 -5.974 -0.509  0.2237
24 H 3.009 -6.088 -3.319  0.3064
25 C -3.210 2.741 -3.861  -0.5388
26 O -1.991 2.036 -4.038  -0.4657
27 H -3.301 3.479 -4.658  0.2643
28 H -4.080 2.087 -3.912  0.2631
29 H -3.195 3.313 -2.934  0.2109
30 H -2.009 1.579 -4.883  0.2723
31 C -0.754 -4.125 2.495  -0.4329
32 O 0.418 -3.328 2.349  -0.4881
33 H -1.222 -4.264 1.521  0.1775
34 H -0.497 -5.105 2.898  0.2201
35 H -1.463 -3.623 3.154  0.2121
36 H 0.361 -2.684 3.059  0.3089
37 C 0.408 6.850 -3.416  -0.4668
38 O -0.620 6.718 -4.406  -0.5182
39 H 0.790 7.866 -3.519  0.2562
40 H -0.010 6.669 -2.426  0.1997
41 H 1.241 6.164 -3.568  0.2387
42 H -0.296 6.573 -5.298  0.2912
43 C -2.866 -3.570 -3.591  -0.4122
44 O -3.924 -4.132 -2.823  -0.5123
45 H -3.146 -2.557 -3.882  0.1966
46 H -1.938 -3.601 -3.020  0.1886
47 H -2.718 -4.180 -4.482  0.2424
48 H -4.771 -3.891 -3.204  0.2966
49 C 3.477 -1.049 6.748  -0.4801
50 O 3.235 -0.057 5.837  -0.4565
51 H 2.910 -0.824 7.651  0.2263
52 H 3.160 -1.983 6.284  0.2101
53 H 4.549 -1.103 6.936  0.2052
54 H 2.278 0.002 5.783  0.2942
55 C 0.599 0.950 -0.038  -0.5445
56 O 0.919 1.953 -0.960  -0.4610
57 H 0.693 -0.002 -0.561  0.2294
58 H 1.231 0.964 0.849  0.2214
59 H -0.446 1.018 0.265  0.2712
60 H 0.256 1.852 -1.648  0.2795
61 C 3.146 4.697 2.982  -0.4936
62 O 3.202 4.959 1.607  -0.4985
63 H 4.078 4.246 3.322  0.2404
64 H 3.222 5.669 3.469  0.2188
65 H 2.196 4.247 3.271  0.2232
66 H 2.719 4.275 1.138  0.3082


# 4
Below is a structure of composition HO6S2, with properties calculated with wB97M-V/def2-TZVPD.

Total charge: -1
Highest occupied orbital energy in Eh: -0.223
Energy relative to the best compared isomer or geometry (same formula, charge and spin) in kcal/mol: 0.0

Last column: Mulliken charge in e.
Element x y z (Å)
1 O -0.296 1.158 0.668  -0.5683
2 O -0.757 -1.221 -2.598  -0.5065
3 O 0.638 -0.635 -0.522  -0.5690
4 O -1.841 -0.351 -0.362  -0.4445
5 O -1.221 -0.723 1.971  -0.6320
6 O -2.603 1.170 1.496  -0.6809
7 S -0.555 -1.433 -1.158  0.7274
8 S -1.492 0.320 1.008  1.2266
9 H 0.258 0.257 0.155  0.4471


# 5
Below is a cluster of 9 separate species, C22H65N11O12 in total, with properties calculated with wB97M-V/def2-TZVPD.

SMILES string: COCCNCCOC.COCCNCCOC.COCCNCCOC.NC(N)=O.NC(N)=O.NC(N)=O.NC(N)=O.O.O
Total charge: 0
Highest occupied orbital energy in Eh: -0.323
Energy relative to the best compared isomer or geometry (same formula, charge and spin) in kcal/mol: 0.0

Last column: Mulliken charge in e.
Element x y z (Å)
1 C -1.933 -13.236 14.864  -0.6412
2 O -2.953 -12.317 14.504  -0.4715
3 C -4.203 -12.940 14.322  -0.5854
4 C -5.155 -11.810 13.898  -1.0431
5 N -4.646 -10.931 12.837  -0.2360
6 C -5.631 -9.940 12.437  -0.8739
7 C -5.020 -8.855 11.498  -1.1003
8 O -3.921 -8.157 12.122  -0.4974
9 C -3.351 -7.263 11.195  -0.8799
10 H -1.459 -13.685 13.990  0.1653
11 H -2.374 -13.971 15.541  0.3622
12 H -1.092 -12.769 15.379  0.2506
13 H -4.521 -13.299 15.304  0.8107
14 H -4.169 -13.700 13.541  0.1900
15 H -5.549 -11.236 14.743  0.6919
16 H -6.030 -12.344 13.517  0.2375
17 H -3.763 -10.561 13.167  0.0850
18 H -5.847 -9.343 13.332  0.4499
19 H -6.520 -10.362 11.969  0.7509
20 H -5.779 -8.112 11.247  0.6100
21 H -4.584 -9.349 10.624  0.3715
22 H -3.972 -6.373 11.057  0.3444
23 H -3.097 -7.575 10.179  0.3384
24 H -2.412 -6.923 11.633  0.3504
25 C -7.628 -13.820 12.653  -0.6872
26 O -7.456 -14.178 13.997  -0.1484
27 C -8.595 -14.171 14.833  -0.4021
28 C -8.380 -15.328 15.834  -0.6243
29 N -9.343 -15.290 16.968  -0.3662
30 C -8.819 -16.000 18.148  -0.5858
31 C -9.774 -16.371 19.271  -0.4802
32 O -11.032 -16.911 18.832  -0.3004
33 C -11.667 -17.657 19.831  -0.7367
34 H -8.175 -12.879 12.511  0.4597
35 H -8.208 -14.549 12.082  0.4017
36 H -6.694 -13.591 12.140  0.0189
37 H -9.524 -14.368 14.292  0.3326
38 H -8.631 -13.226 15.376  0.2248
39 H -7.412 -15.027 16.247  0.2758
40 H -8.211 -16.301 15.370  0.2976
41 H -10.082 -15.941 16.717  0.2622
42 H -7.975 -15.442 18.561  0.3467
43 H -8.352 -16.941 17.830  0.3109
44 H -9.961 -15.593 20.015  0.3501
45 H -9.189 -17.141 19.783  0.3396
46 H -12.106 -17.017 20.605  0.2926
47 H -11.062 -18.362 20.407  0.3176
48 H -12.468 -18.185 19.315  0.2388
49 C -3.771 -17.849 9.579  -0.7515
50 O -4.030 -17.170 8.366  -0.2533
51 C -3.051 -17.410 7.333  -0.7577
52 C -2.527 -16.089 6.770  -0.6541
53 N -1.837 -15.279 7.758  0.1896
54 C -1.452 -14.037 7.097  -0.8858
55 C -0.435 -13.371 8.032  0.3293
56 O 0.156 -12.206 7.473  -0.4447
57 C 0.761 -11.362 8.430  -0.6361
58 H -4.660 -18.143 10.136  0.2532
59 H -3.099 -17.236 10.184  0.1996
60 H -3.242 -18.792 9.408  0.3828
61 H -3.510 -17.997 6.535  0.3495
62 H -2.172 -17.957 7.681  0.3707
63 H -3.319 -15.541 6.241  0.3642
64 H -1.858 -16.243 5.918  0.5353
65 H -2.503 -14.976 8.470  0.2677
66 H -2.185 -13.249 6.907  0.2447
67 H -0.886 -14.271 6.193  0.4646
68 H 0.312 -14.062 8.436  0.1742
69 H -0.980 -13.191 8.968  -0.2773
70 H 1.316 -11.894 9.204  0.3059
71 H -0.007 -10.759 8.926  0.1833
72 H 1.364 -10.642 7.879  0.3381
73 N -5.728 -14.247 7.886  -0.0994
74 C -6.824 -13.540 8.131  0.4973
75 N -7.874 -13.857 7.374  -0.4069
76 O -6.762 -12.604 8.931  -0.8276
77 H -5.918 -15.102 7.388  0.1502
78 H -4.892 -14.195 8.454  0.0685
79 H -8.626 -13.192 7.446  0.2706
80 H -7.788 -14.552 6.655  0.1765
81 N -4.613 -12.596 10.863  0.7701
82 C -3.541 -13.366 10.675  0.2730
83 N -2.625 -13.204 11.628  0.7223
84 O -3.401 -14.134 9.714  -0.9917
85 H -5.327 -12.699 10.150  -0.0987
86 H -4.751 -11.836 11.579  -0.0693
87 H -2.816 -12.554 12.369  -0.4911
88 H -1.883 -13.890 11.649  0.0154
89 N 0.541 -16.350 10.130  -0.3026
90 C 0.745 -15.635 11.233  0.4904
91 N 1.658 -16.109 12.107  -0.4437
92 O 0.125 -14.611 11.509  -0.5810
93 H 0.996 -17.245 10.071  0.1731
94 H -0.103 -16.099 9.387  0.1516
95 H 2.035 -17.037 12.034  0.1492
96 H 1.974 -15.469 12.818  0.2271
97 N -0.463 -8.375 13.110  -0.3878
98 C -0.470 -9.639 12.582  0.5729
99 N -1.648 -9.965 12.053  0.0840
100 O 0.533 -10.312 12.367  -0.8055
101 H 0.392 -8.120 13.575  0.2723
102 H -1.358 -7.988 13.353  0.1602
103 H -1.729 -10.862 11.602  -0.1919
104 H -2.373 -9.278 12.204  0.1680
105 O 1.641 -12.771 12.773  -0.6935
106 H 0.959 -13.258 12.291  0.3833
107 H 1.225 -11.913 12.936  0.4674
108 O -7.426 -10.269 10.251  -0.7544
109 H -6.697 -9.752 9.899  0.2786
110 H -7.352 -11.127 9.807  0.5123